Entry 1:
54
Properties=species:S:1:pos:R:3 method="wB97M-V/def2-TZVPD" homo_lumo_gap_ev=7.8 total_energy_ha=-2400.767784 homo_energy_ev=-11.82 charge=+1
C 4.00 0.64 1.66
C 2.69 1.09 2.06
C 1.98 -0.06 2.59
H 2.38 2.13 2.16
C 2.89 -1.19 2.53
C 4.12 -0.75 1.96
H 5.04 -1.33 1.89
H 4.82 1.30 1.36
H 1.03 -0.03 3.13
H 2.72 -2.17 2.97
Zr 2.14 -0.46 0.29
Cl 1.34 -2.73 0.48
P -0.67 -0.24 0.02
C -1.92 -0.51 1.34
C -2.97 0.40 1.59
H -3.02 1.34 1.04
C -3.95 0.10 2.53
H -4.76 0.81 2.71
C -3.90 -1.10 3.24
H -4.67 -1.33 3.99
C -2.86 -2.02 3.00
H -2.84 -2.96 3.54
C -1.87 -1.71 2.06
H -1.06 -2.42 1.87
C -1.04 1.50 -0.43
C -0.45 2.50 0.37
H 0.19 2.22 1.22
C -0.70 3.84 0.10
H -0.23 4.61 0.71
C -1.56 4.20 -0.95
H -1.75 5.25 -1.16
C -2.16 3.20 -1.73
H -2.84 3.47 -2.54
C -1.90 1.85 -1.48
H -2.36 1.08 -2.09
C -1.47 -1.15 -1.36
C -2.80 -1.59 -1.33
H -3.40 -1.45 -0.43
C -3.38 -2.19 -2.45
H -4.43 -2.51 -2.41
C -2.63 -2.38 -3.62
H -3.08 -2.85 -4.49
C -1.29 -1.96 -3.65
H -0.70 -2.09 -4.56
C -0.71 -1.37 -2.53
H 0.34 -1.06 -2.57
C 5.63 -0.03 -1.35
S 3.92 0.10 -1.84
O 3.84 0.37 -3.25
O 3.26 -1.21 -1.37
O 3.16 1.08 -0.96
H 5.72 -0.83 -0.60
H 6.03 0.92 -0.98
H 6.17 -0.32 -2.26

***

Entry 2:
20
Properties=species:S:1:pos:R:3 method="wB97M-V/def2-TZVPD" homo_lumo_gap_ev="9.7 / 6.7" de_lowest_kj_mol=380.6 total_energy_ha=-377.854841 homo_energy_ev="-18.13 / -16.19" charge=+2
C -0.16 0.58 0.16
C 1.42 -1.37 1.67
C -1.50 -0.31 -1.93
C -0.50 0.69 -1.28
N -0.22 1.42 1.02
N 2.63 -1.15 2.08
N 0.51 -2.08 2.22
N -0.98 2.08 -1.73
H -2.45 -0.34 -1.31
H -1.73 -0.27 -3.00
H -1.27 -1.37 -1.79
H 0.48 0.54 -1.68
H 0.26 1.50 1.90
H 3.38 -0.50 1.82
H 3.05 -1.56 3.00
H -0.44 -2.23 1.83
H 0.76 -2.86 2.87
H -1.88 2.40 -1.56
H -0.94 2.01 -2.73
H -0.41 2.80 -1.55

***

Entry 3:
9
Properties=species:S:1:pos:R:3 method="wB97M-V/def2-TZVPD" homo_lumo_gap_ev=9.1 de_lowest_kj_mol=392.3 total_energy_ha=-603.952354 homo_energy_ev=-8.75
C 1.56 -0.09 1.16
C -1.68 -0.36 -0.16
N 1.23 -0.22 0.04
N 1.06 -0.03 -1.17
O -1.73 -1.43 -0.62
P -1.71 1.10 0.60
H 1.47 0.09 2.15
H 0.85 -0.85 -1.62
H -1.05 1.80 -0.37